(1)
C6H13NO | wB97M-V/def2-TZVPD

```
21
Properties=species:S:1:pos:R:3:forces:R:3:lowdin_charge:R:1
C 0.06819 -2.66620 0.63556 0.1 0.2 -0.1 -0.02
C 0.83409 -1.79453 -0.30987 -0.2 0.2 -0.3 -0.38
O 1.99446 -2.40660 -0.71919 0.3 -0.2 0.1 0.01
C 0.45572 -0.61163 -0.80083 -0.1 -0.4 0.4 -0.11
N -0.79321 -0.01358 -0.56617 -0.5 -0.9 -0.4 -0.04
C -0.86208 1.32497 -0.07984 -3.1 1.2 0.4 -0.49
C -0.49044 1.45362 1.39416 -0.1 0.2 -0.2 -0.08
C -0.06941 2.29044 -0.94493 -0.2 -0.1 0.1 -0.08
H 0.01679 -3.67781 0.23385 0.0 0.0 0.0 0.09
H 0.57496 -2.69766 1.60123 0.0 -0.1 0.0 0.09
H -0.95068 -2.31670 0.78773 0.0 0.0 0.1 0.07
H 2.47214 -1.83190 -1.32810 -0.1 0.0 0.1 0.10
H 1.08789 -0.10504 -1.52142 0.0 0.1 0.0 0.12
H -1.43385 -0.60085 -0.03657 0.4 0.1 -0.3 0.10
H -2.07765 1.58648 -0.14353 3.0 -0.3 0.0 0.18
H -1.04493 0.74386 2.00455 0.0 -0.2 0.0 0.07
H 0.57931 1.28114 1.51640 0.0 0.0 0.2 0.08
H -0.75553 2.45014 1.74685 0.2 0.1 0.1 0.07
H -0.25785 2.09349 -1.99823 -0.1 0.1 -0.1 0.08
H 1.00114 2.18607 -0.77070 0.1 0.0 0.1 0.07
H -0.34906 3.31229 -0.70096 0.0 0.1 -0.1 0.08
```
Positions in Å, forces in eV/Å.

Results
E_LUMO: 0.9 eV
gap between HOMO and LUMO: 8.33 eV
ΔE to the lowest compared entry with this formula, charge and spin: 162.4 kJ/mol
net charge: 0
2S+1: 1
highest occupied orbital energy: -7.4 eV


(2)
C6H12O | wB97M-V/def2-TZVPD

```
19
Properties=species:S:1:pos:R:3:forces:R:3:lowdin_charge:R:1
C -0.06361 -0.85770 -2.18478 0.0 0.0 0.0 -0.04
C 0.24422 -1.69016 -0.95252 -0.2 0.1 -0.1 -0.44
O 1.63373 -1.65055 -0.57762 0.3 0.0 0.0 -0.10
C 1.18838 -1.29637 0.73635 -0.2 0.1 0.3 -0.23
C -0.27925 -1.29832 0.40555 0.4 -0.2 -0.2 0.15
C -0.78646 1.77019 1.83166 0.0 -0.1 0.1 -0.16
C -0.52169 1.73335 0.32788 0.0 0.1 -0.2 -0.18
H 0.45307 -1.28472 -3.04963 -0.1 0.1 0.1 0.08
H -1.14113 -0.84424 -2.37068 0.1 0.0 0.0 0.09
H 0.29108 0.16871 -2.04504 -0.1 -0.2 0.0 0.08
H -0.08635 -2.73764 -1.09696 0.0 0.1 0.0 0.16
H 1.52718 -0.29227 1.03797 0.0 -0.1 0.0 0.13
H 1.47608 -2.00973 1.52403 0.0 0.1 -0.1 0.13
H -0.49615 0.82135 2.29630 0.0 0.1 -0.1 0.05
H -1.84725 1.91590 2.04961 0.1 0.0 0.0 0.07
H -0.22833 2.56666 2.33255 -0.1 0.0 -0.1 0.06
H -1.11617 2.46469 -0.23291 0.1 0.0 0.2 0.07
H -0.79186 0.75465 -0.08712 0.0 0.1 0.1 0.01
H 0.53056 1.92272 0.08494 -0.1 -0.1 0.1 0.07
```
Positions in Å, forces in eV/Å.

Results
E_LUMO: -0.3 eV
gap between HOMO and LUMO: 8.74 eV
ΔE to the lowest compared entry with this formula, charge and spin: 492.2 kJ/mol
net charge: 0
2S+1: 1
highest occupied orbital energy: -9.0 eV


(3)
C24H38N4OP2Sn | wB97M-V/def2-TZVPD

```
70
Properties=species:S:1:pos:R:3:forces:R:3:lowdin_charge:R:1
Sn -0.06321 0.00789 -0.03132 -0.2 -0.1 -0.3 1.00
C -0.90387 3.65464 2.76120 0.0 0.0 0.0 -0.30
P -0.96442 2.67643 1.20097 -0.1 0.2 0.2 0.82
C -0.64484 3.97852 -0.03936 0.0 -0.1 0.0 -0.29
C -2.80689 2.52300 1.10708 -0.1 0.1 0.0 -0.42
C -3.37721 1.98278 -0.20437 -0.1 -0.1 -0.1 -0.41
P -2.89510 0.25044 -0.56754 0.4 0.0 0.1 0.83
C -3.72641 -0.04863 -2.16239 0.0 0.0 0.1 -0.26
C -3.86469 -0.71727 0.63080 0.0 0.0 0.0 -0.26
H -1.54334 4.53968 2.71215 0.0 0.0 0.0 0.04
H 0.12285 3.97673 2.94314 0.0 0.0 0.0 0.03
H -1.21786 3.03795 3.60430 0.0 0.0 0.0 0.03
H -1.34927 4.80999 0.03875 0.0 0.0 0.0 0.04
H -0.66287 3.49510 -1.01580 0.0 0.1 0.0 0.01
H 0.37215 4.34823 0.10205 0.0 0.0 0.0 0.04
H -3.23374 3.51278 1.30337 0.0 0.0 0.0 0.08
H -3.10201 1.88343 1.94558 0.0 0.0 0.0 0.07
H -3.03667 2.58132 -1.05391 0.0 0.0 0.0 0.08
H -4.47060 2.04837 -0.18606 0.0 0.0 0.0 0.08
H -4.79266 0.17954 -2.10330 0.0 0.0 0.0 0.04
H -3.59397 -1.09374 -2.44197 0.0 0.0 0.0 0.04
H -3.25768 0.56935 -2.92767 0.0 0.0 0.0 0.04
H -4.91993 -0.43755 0.63577 0.0 0.0 0.0 0.05
H -3.42705 -0.58346 1.62149 0.0 0.0 0.0 0.03
H -3.76545 -1.77511 0.38307 0.0 0.0 0.0 0.05
C 1.48723 -3.41070 -4.28771 0.0 0.0 0.0 -0.14
C 1.31025 -4.28194 -3.22308 0.0 0.0 0.1 -0.12
C 0.85013 -3.84262 -1.98893 0.0 0.0 0.0 -0.05
C 0.53965 -2.48384 -1.78965 0.0 0.0 -0.1 -0.34
C 0.72247 -1.59834 -2.87952 -0.1 -0.1 0.1 -0.07
C 1.18441 -2.06290 -4.09565 0.0 0.0 0.0 -0.12
N 0.12924 -1.99134 -0.58091 0.0 0.2 -0.3 -0.22
N 0.06268 -2.90951 0.47702 0.0 -0.1 0.2 -0.01
C -0.16854 -2.31525 1.64099 0.1 -0.1 -0.1 -0.41
C -0.25128 -3.10122 2.84548 0.0 0.0 -0.1 -0.06
C -0.45575 -2.51789 4.06013 0.0 0.1 0.0 -0.13
C -0.59669 -1.11211 4.20395 0.0 -0.1 0.1 -0.15
C -0.51857 -0.33647 3.06926 0.0 0.0 0.0 -0.21
C -0.30712 -0.89718 1.80615 0.0 0.4 0.2 -0.32
H 1.84391 -3.76847 -5.24479 0.0 0.0 0.0 0.08
H 1.53194 -5.33624 -3.34976 0.0 0.0 0.0 0.09
H 0.70780 -4.52273 -1.16251 0.0 0.0 0.0 0.08
H 0.50392 -0.54219 -2.73991 0.0 0.0 0.0 0.06
H 1.30925 -1.35883 -4.91094 0.0 0.0 0.0 0.09
H -0.15302 -4.17643 2.74583 0.0 0.0 0.0 0.10
H -0.51789 -3.15095 4.93904 0.0 0.0 0.0 0.09
H -0.76801 -0.66838 5.17607 0.0 0.0 0.0 0.08
H -0.61119 0.74228 3.16571 0.0 0.0 0.0 0.05
C 4.78672 0.60929 -0.25935 0.0 0.0 0.0 -0.05
C 3.25825 0.75598 -0.45293 0.0 0.0 0.1 -0.14
N 2.58105 -0.16440 0.44919 -0.2 -0.1 -0.1 -0.21
C 2.93391 -1.55082 0.14180 0.1 0.1 0.0 -0.12
C 4.44683 -1.75557 0.38266 0.0 0.0 0.0 -0.04
N 5.01036 -0.42640 0.81355 0.0 0.0 0.0 -0.10
C 4.37399 0.00489 2.10693 0.0 0.0 0.0 -0.05
C 2.85648 0.14825 1.84216 0.0 0.0 -0.1 -0.13
H 5.26905 1.52414 0.08386 0.0 0.0 0.0 0.13
H 5.30188 0.25306 -1.15048 0.0 0.0 0.0 0.13
H 2.94006 0.53142 -1.46911 0.0 0.0 0.0 0.12
H 2.91162 1.76695 -0.24703 0.0 0.0 0.0 0.12
H 2.68794 -1.74976 -0.89901 0.0 0.0 0.0 0.12
H 2.32776 -2.22402 0.75046 0.0 0.0 0.0 0.12
H 4.98510 -2.05068 -0.51731 0.0 0.0 0.0 0.13
H 4.66852 -2.46724 1.17705 0.0 0.0 0.0 0.13
H 6.01088 -0.52891 0.96198 0.0 0.0 0.0 0.18
H 4.85298 0.93789 2.40162 0.0 0.0 0.0 0.13
H 4.60775 -0.76130 2.84475 0.0 0.0 0.0 0.13
H 2.52434 1.16753 2.04161 0.0 0.0 0.0 0.13
H 2.26857 -0.52426 2.46739 0.0 0.0 0.0 0.12
O 0.42277 1.34455 -1.25434 0.0 -0.2 0.1 -0.68
```
Positions in Å, forces in eV/Å.

Results
E_LUMO: -0.7 eV
gap between HOMO and LUMO: 4.01 eV
ΔE to the lowest compared entry with this formula, charge and spin: 0.0 kJ/mol
net charge: 0
2S+1: 1
highest occupied orbital energy: -4.7 eV


(4)
C7H6N4S | wB97M-V/def2-TZVPD

```
18
Properties=species:S:1:pos:R:3:forces:R:3:lowdin_charge:R:1
H -0.56883 1.91008 1.08039 -0.4 1.7 0.6 0.06
N -0.40722 0.95214 0.95866 0.2 -1.8 0.2 0.11
C -1.47729 0.26653 0.84540 -1.1 5.8 1.3 -0.22
C -1.40019 -1.08279 0.57900 0.6 -3.5 -0.2 -0.33
C -2.61958 -1.82293 0.54541 0.6 0.5 0.2 -0.21
N -3.62962 -2.34789 0.49245 -1.1 -0.7 -0.1 0.17
C -0.24335 -1.81672 0.40717 -2.3 0.2 -0.9 -0.34
S 1.30676 -1.27026 0.04575 2.1 -1.8 1.0 1.10
C 1.22624 0.24060 -0.73023 -2.9 0.8 -2.0 -0.69
N 0.13932 0.36990 -1.56186 0.8 -0.1 -0.6 0.07
C 2.13961 1.20499 -0.61456 -1.1 -0.9 -1.5 -0.15
C 3.08784 1.06569 0.33523 1.4 0.9 1.5 -0.33
N 3.81185 1.26737 1.19494 1.3 -0.4 1.1 0.17
H -2.45163 0.91157 1.00141 1.2 -2.2 -0.6 0.17
H -0.43398 -2.90123 0.26003 0.7 0.7 0.4 0.11
H -0.59332 -0.30673 -1.67373 0.3 -0.1 0.2 0.09
H -0.02375 1.26095 -1.97010 -0.1 0.5 -0.2 0.10
H 2.13715 2.09875 -1.19537 -0.2 0.4 -0.4 0.12
```
Positions in Å, forces in eV/Å.

Results
E_LUMO: -1.3 eV
gap between HOMO and LUMO: 7.51 eV
ΔE to the lowest compared entry with this formula, charge and spin: 353.8 kJ/mol
net charge: 0
2S+1: 1
highest occupied orbital energy: -8.8 eV


(5)
C4H7N3O | wB97M-V/def2-TZVPD

```
15
Properties=species:S:1:pos:R:3:forces:R:3:lowdin_charge:R:1
C -0.87339 -0.61960 -1.33372 -0.8 -0.7 0.5 -0.02
C -1.00858 0.52451 -0.37487 2.7 3.8 -2.7 -0.39
O -1.94480 1.26449 -0.24385 -0.2 -1.1 0.6 0.10
C 0.50928 1.10971 0.11687 -2.9 -0.6 -1.1 -0.36
N 1.63566 0.85338 -0.70763 0.1 0.0 -0.5 0.06
N 0.41921 0.37047 1.30574 -1.1 -1.9 1.7 0.14
C -0.20642 -0.65580 1.60823 2.6 0.4 2.3 -0.30
N -0.57315 -1.64833 2.21973 -0.7 0.3 -0.9 0.13
H -1.86565 -0.98970 -1.58584 0.0 -0.2 0.1 0.09
H -0.26603 -1.40966 -0.90226 0.0 -0.2 -0.1 0.08
H -0.40292 -0.27047 -2.25333 0.1 0.3 0.2 0.09
H 0.35194 2.17737 0.28154 0.2 -0.2 0.0 0.14
H 1.88296 -0.12758 -0.74379 0.0 0.1 0.1 0.08
H 2.45011 1.39138 -0.44189 -0.1 0.0 0.0 0.08
H -0.10821 -1.97016 3.05508 0.0 -0.1 -0.2 0.08
```
Positions in Å, forces in eV/Å.

Results
E_LUMO: 0.2 eV
gap between HOMO and LUMO: 8.99 eV
ΔE to the lowest compared entry with this formula, charge and spin: 269.7 kJ/mol
net charge: 0
2S+1: 1
highest occupied orbital energy: -8.7 eV